a) # H18O9

A 9-piece molecular cluster, H18O9 overall (wB97M-V/def2-TZVPD, OMol25).

```
! wB97M-V def2-TZVPD RIJCOSX def2/J DEFGRID3
* xyz 0 1
O 0.541 -2.327 2.782
H 1.171 -2.636 2.124
H -0.320 -2.528 2.402
O 0.659 2.912 -0.002
H 0.898 1.970 0.050
H 0.777 3.148 -0.928
O -0.161 1.476 2.745
H 0.573 0.934 3.048
H -0.237 1.264 1.805
O 0.565 0.032 0.239
H 0.009 -0.555 -0.294
H 1.352 -0.488 0.461
O -2.543 2.038 -0.281
H -1.596 2.170 -0.132
H -2.970 2.691 0.282
O -2.678 0.199 -2.431
H -2.732 0.849 -1.702
H -2.114 -0.498 -2.072
O 1.050 -0.772 -3.002
H 1.149 0.106 -2.621
H 0.312 -0.686 -3.617
O -1.264 -1.867 -1.060
H -1.990 -2.218 -0.529
H -0.894 -2.623 -1.532
O 3.247 -0.790 1.115
H 3.216 -1.546 1.710
H 3.981 -0.258 1.441
*
```

Output
HOMO-LUMO gap = 10.27 eV
SMILES = O.O.O.O.O.O.O.O.O
E_LUMO = -0.21 eV

Here are the Löwdin charges for atoms 1 to 5, given in e:
1 O -0.044
2 H 0.019
3 H 0.037
4 O -0.062
5 H -0.003

b) # H18O9

A 9-piece molecular cluster, H18O9 overall (wB97M-V/def2-TZVPD, OMol25).

```
! wB97M-V def2-TZVPD RIJCOSX def2/J DEFGRID3
* xyz 0 1
O 1.088 -0.994 -0.259
H 0.605 -0.118 -0.383
H 1.827 -0.866 -0.817
O -0.843 3.883 0.840
H -1.335 4.681 1.185
H -1.244 3.228 1.337
O -1.380 -1.479 -1.827
H -1.700 -1.947 -2.522
H -1.489 -0.526 -1.933
O -3.264 -2.350 -0.406
H -3.883 -1.761 0.077
H -2.437 -2.173 -0.146
O 1.216 3.103 0.172
H 0.721 3.416 0.878
H 0.690 2.401 -0.208
O -3.100 1.284 -1.380
H -2.765 0.432 -1.268
H -3.204 1.525 -2.328
O -1.191 -2.518 1.871
H -1.120 -1.575 2.024
H -0.486 -2.885 1.286
O 6.413 -0.936 -1.437
H 5.636 -0.909 -0.900
H 6.281 -0.014 -1.884
O 1.478 -1.249 2.524
H 2.381 -0.935 2.350
H 1.107 -0.718 3.156
*
```

Output
HOMO-LUMO gap = 10.25 eV
SMILES = O.O.O.O.O.O.O.O.O
E_LUMO = -0.19 eV

Here are the Löwdin charges for atoms 1 to 5, given in e:
1 O -0.057
2 H 0.063
3 H 0.010
4 O -0.033
5 H 0.111

c) # H18O9

A 9-piece molecular cluster, H18O9 overall (wB97M-V/def2-TZVPD, OMol25).

```
! wB97M-V def2-TZVPD RIJCOSX def2/J DEFGRID3
* xyz 0 1
O -0.933 -0.021 -0.111
H -0.054 -0.178 -0.501
H -1.539 -0.310 -0.795
O 3.615 -1.241 2.774
H 3.925 -0.390 2.566
H 2.652 -1.228 2.688
O -1.857 2.632 -0.276
H -1.463 2.599 0.635
H -1.160 2.572 -0.914
O -1.326 -0.824 -3.169
H -1.118 0.097 -3.415
H -0.483 -1.282 -3.130
O 1.653 1.097 -4.154
H 0.813 1.486 -4.259
H 1.555 0.352 -3.538
O 1.911 1.568 0.088
H 1.391 1.258 -0.644
H 2.705 1.882 -0.371
O -2.110 -3.019 0.101
H -1.410 -2.509 0.456
H -1.847 -3.958 0.258
O 2.019 0.885 3.225
H 1.108 1.105 2.806
H 2.288 1.788 3.368
O -3.075 -1.159 1.814
H -3.104 -0.656 1.031
H -3.438 -1.968 1.416
*
```

Output
HOMO-LUMO gap = 10.07 eV
SMILES = O.O.O.O.O.O.O.O.O
E_LUMO = -0.70 eV

Here are the Löwdin charges for atoms 1 to 5, given in e:
1 O -0.052
2 H 0.032
3 H 0.021
4 O -0.060
5 H -0.015

d) # H18O9

A 9-piece molecular cluster, H18O9 overall (wB97M-V/def2-TZVPD, OMol25).

```
! wB97M-V def2-TZVPD RIJCOSX def2/J DEFGRID3
* xyz 0 1
O -1.484 1.491 1.440
H -1.367 0.555 1.701
H -2.102 1.850 2.083
O -1.703 2.477 -1.304
H -1.176 3.165 -1.727
H -1.109 2.062 -0.669
O 0.706 -3.213 -2.654
H -0.222 -3.157 -2.365
H 1.046 -2.306 -2.577
O -1.158 -1.063 2.288
H -1.040 -1.205 3.235
H -1.467 -1.910 1.955
O 2.248 -0.798 -2.681
H 1.893 -0.685 -1.772
H 2.245 0.088 -3.055
O 1.357 1.830 3.763
H 0.903 1.681 2.923
H 0.798 1.408 4.423
O -1.662 -2.391 -1.539
H -2.113 -2.493 -0.697
H -2.354 -2.509 -2.204
O 0.903 -0.474 -0.292
H 0.076 -0.939 -0.500
H 0.664 0.145 0.410
O 1.881 2.451 0.101
H 1.423 1.716 -0.319
H 2.815 2.222 0.033
*
```

Output
HOMO-LUMO gap = 9.66 eV
SMILES = O.O.O.O.O.O.O.O.O
E_LUMO = -0.62 eV

Here are the Löwdin charges for atoms 1 to 5, given in e:
1 O -0.061
2 H -0.019
3 H 0.053
4 O -0.066
5 H 0.036

Which structure is most stable? a), by 52.9 kJ/mol over the runner-up.

a) # C5H9F

One molecule with the formula C5H9F (wB97M-V/def2-TZVPD, OMol25).

```
! wB97M-V def2-TZVPD RIJCOSX def2/J DEFGRID3
* xyz 0 1
C -2.525 -0.314 -0.034
C -1.549 0.755 0.192
C -0.088 0.638 -0.440
C 0.889 -0.029 0.523
C 2.275 -0.460 -0.144
F 2.728 0.501 -0.868
H -2.259 -1.331 -0.312
H -3.652 -0.095 0.125
H -1.831 1.494 0.996
H -0.396 -0.164 -1.233
H -0.041 1.609 -0.861
H 0.389 -0.998 0.977
H 1.034 0.760 1.247
H 3.215 -0.922 0.505
H 1.810 -1.442 -0.674
*
```

Output
HOMO-LUMO gap = 10.17 eV
SMILES = C=CCCCF
E_LUMO = 1.15 eV

Here are the Löwdin charges for atoms 1 to 5, given in e:
1 C -0.017
2 C -0.153
3 C -0.233
4 C -0.207
5 C -0.321

b) # C5H9F

A 2-piece molecular cluster, C5H9F overall (wB97M-V/def2-TZVPD, OMol25).

```
! wB97M-V def2-TZVPD RIJCOSX def2/J DEFGRID3
* xyz 0 1
C 0.022 1.270 -1.437
C 1.110 0.722 -0.908
C -1.260 -0.052 1.087
C 1.120 -0.658 -0.646
C -0.254 -0.958 1.393
F -0.400 -2.258 1.166
H -0.004 2.344 -1.553
H -0.824 0.615 -1.643
H 1.927 1.258 -0.566
H -0.664 0.731 0.423
H -2.054 -0.462 0.351
H -1.838 0.396 1.980
H 0.508 -1.275 -1.299
H 2.129 -1.099 -0.421
H 0.482 -0.573 2.070
*
```

Output
HOMO-LUMO gap (spin up / spin down) = 8.12 / 7.87 eV
E_LUMO (spin up / spin down) = 0.61 / 0.39 eV

Here are the Löwdin charges for atoms 1 to 5, given in e:
1 C -0.037
2 C -0.318
3 C -0.132
4 C -0.064
5 C -0.243

Which structure is most stable? a), by 79.0 kJ/mol over the runner-up.

a) # C3H6N3

C3H6N3 as an isolated structure (wB97M-V/def2-TZVPD, OMol25).

```
! wB97M-V def2-TZVPD RIJCOSX def2/J DEFGRID3
* xyz 1 1
C -2.360 -0.357 0.562
C -1.785 0.407 -0.346
C 0.885 0.156 0.185
N 3.183 -0.305 0.230
N 2.147 0.121 -0.146
N -0.011 -0.123 -0.665
H -3.366 0.076 0.800
H -1.984 -1.253 1.028
H -1.950 1.111 -1.051
H 0.796 0.627 1.144
H 4.081 0.048 -0.178
H 0.362 -0.508 -1.564
*
```

Output
HOMO-LUMO gap = 8.59 eV
E_LUMO = -5.15 eV

Here are the Löwdin charges for atoms 1 to 5, given in e:
1 C 0.057
2 C 0.098
3 C -0.189
4 N 0.197
5 N 0.001

b) # C3H6N3

C3H6N3 as an isolated structure (wB97M-V/def2-TZVPD, OMol25).

```
! wB97M-V def2-TZVPD RIJCOSX def2/J DEFGRID3
* xyz 1 1
C 0.636 2.484 0.940
C 0.180 1.725 0.110
C -0.176 -0.808 -0.236
N -0.729 -1.716 -0.992
N 0.387 -0.964 0.910
N -0.574 0.973 -0.694
H 1.040 3.402 1.377
H -0.631 -2.743 -0.599
H -1.321 -1.437 -1.739
H 0.592 -1.924 1.289
H 0.727 -0.094 1.255
H -0.130 1.102 -1.622
*
```

Output
HOMO-LUMO gap = 9.20 eV
E_LUMO = -4.64 eV

Here are the Löwdin charges for atoms 1 to 5, given in e:
1 C 0.169
2 C -0.309
3 C -0.228
4 N 0.195
5 N 0.219

c) # C3H6N3

C3H6N3 as an isolated structure (wB97M-V/def2-TZVPD, OMol25).

```
! wB97M-V def2-TZVPD RIJCOSX def2/J DEFGRID3
* xyz 1 1
C -0.125 2.273 -0.794
C 0.071 0.064 -0.224
C -0.104 -1.321 1.106
N -0.150 0.119 1.093
N 0.206 1.038 -1.130
N 0.079 -1.262 -0.320
H -0.071 2.957 -1.542
H 0.787 -1.764 1.773
H 0.147 0.777 1.814
H -0.979 -1.768 1.372
H 0.447 0.829 -2.174
H -0.308 -1.943 -0.973
*
```

Output
HOMO-LUMO gap = 8.59 eV
E_LUMO = -4.78 eV

Here are the Löwdin charges for atoms 1 to 5, given in e:
1 C 0.156
2 C -0.337
3 C -0.095
4 N 0.182
5 N 0.017

d) # C3H6N3

An isolated ion of composition C3H6N3 and charge +1 (wB97M-V/def2-TZVPD, OMol25).

```
! wB97M-V def2-TZVPD RIJCOSX def2/J DEFGRID3
* xyz 1 1
C 1.428 -1.378 -1.545
C -0.103 -0.502 0.278
C -1.483 1.370 1.199
N 0.696 -1.148 -0.477
N 2.216 -0.456 -1.890
N -0.518 0.676 0.470
H 1.509 -2.304 -2.105
H -0.640 -1.237 0.993
H -0.979 2.348 1.531
H -2.492 1.431 0.747
H -2.024 0.888 2.071
H 2.392 0.314 -1.273
*
```

Output
HOMO-LUMO gap (spin up / spin down) = 7.43 / 7.38 eV
E_LUMO (spin up / spin down) = -7.48 / -7.69 eV

Here are the Löwdin charges for atoms 1 to 5, given in e:
1 C -0.231
2 C -0.184
3 C -0.069
4 N 0.191
5 N 0.271

Which structure is most stable? b), by 27.7 kJ/mol over the runner-up.